Record 1
{
  "formula": "C6H11ClN3O2",
  "method": "wB97M-V/def2-TZVPD",
  "elements": ["C", "C", "C", "C", "C", "C", "N", "N", "N", "O", "O", "Cl", "H", "H", "H", "H", "H", "H", "H", "H", "H", "H", "H"],
  "positions_angstrom": [[2.335565, 0.029219, 0.143328], [-0.184165, 1.083794, 0.414099], [-0.393931, -1.171748, 0.958401], [-1.165404, 0.126148, 0.732097], [0.597272, -2.969518, -0.560975], [0.295049, 3.134515, -0.729427], [1.889136, -1.112081, -0.236002], [0.568167, -1.584278, -0.188491], [-2.575521, 0.342328, 0.301045], [1.173874, 0.981468, 0.597128], [-0.548721, 2.285674, -0.049227], [3.821826, 0.779757, 0.015580], [0.186637, -1.228262, 1.790479], [-0.972729, -2.092311, 0.915284], [-0.349100, -3.122872, -1.202518], [1.407567, -3.103556, -1.165893], [0.643211, -3.566788, 0.362950], [-0.237613, 3.722485, -1.492979], [0.992612, 2.405300, -1.148023], [0.874390, 3.723875, -0.034558], [-2.417712, 0.512239, -0.735189], [-2.780818, 1.250184, 0.839129], [-3.159593, -0.425569, 0.473759]],
  "forces_ev_per_angstrom": [[-5.480, -2.194, -0.670], [0.326, -0.045, -0.310], [-1.236, -1.606, -4.080], [4.676, 0.105, 0.176], [-3.904, -0.002, 0.898], [2.270, -0.383, -1.100], [1.220, 1.443, 0.967], [1.368, 3.081, 0.076], [3.643, 3.331, -0.854], [-0.301, 0.465, 0.226], [-3.209, -1.598, 1.750], [-0.509, -0.141, 0.162], [1.325, 0.430, 2.841], [-0.754, 0.283, 0.544], [1.326, -0.408, 1.216], [2.115, -0.631, -1.437], [-0.121, -0.474, -0.609], [0.105, -0.370, 0.560], [0.457, 0.939, -0.899], [-0.089, 0.547, 0.101], [-1.322, 0.066, 1.270], [-0.655, -1.650, -1.338], [-1.253, -1.191, 0.509]],
  "energy_ev": -27476.0041,
  "homo_lumo_gap_ev": 8.28,
  "de_lowest_kj_mol": 247.8,
  "homo_energy_ev": -11.9,
  "multiplicity": 1,
  "charge": 1,
  "smiles": "COC1=C([NH3+])CN(C)N=C(Cl)O1"
}


Record 2
{
  "formula": "C6H11F2N",
  "method": "wB97M-V/def2-TZVPD",
  "elements": ["C", "C", "C", "C", "C", "C", "N", "F", "F", "H", "H", "H", "H", "H", "H", "H", "H", "H", "H", "H"],
  "positions_angstrom": [[-1.591006, -1.343204, 0.558949], [-2.100444, -0.085078, -0.079184], [0.863208, 0.449854, 1.280964], [1.563517, -0.853111, -0.763799], [0.451083, 1.433519, -1.015935], [0.606817, 0.228374, -0.186869], [-1.027507, -0.629269, -0.625148], [-2.167759, 1.057551, 0.746424], [-3.233475, -0.074781, -0.778399], [-0.981943, -1.087721, 1.482472], [-1.997051, -2.377663, 0.365022], [0.955059, -0.418002, 1.866542], [1.768186, 1.109556, 1.414697], [0.141349, 1.096864, 1.871996], [2.504470, -0.501644, -0.302323], [1.646975, -0.896811, -1.839904], [1.239120, -1.826143, -0.373881], [0.252198, 0.964387, -1.992122], [-0.308683, 1.989458, -0.433222], [1.415888, 1.763863, -1.196288]],
  "forces_ev_per_angstrom": [[0.288, 0.382, 0.378], [-2.517, -0.296, 3.157], [-0.668, 2.721, 0.785], [-0.351, 1.177, 1.749], [-1.488, -1.880, 0.082], [-1.727, -3.197, -1.213], [5.209, 1.078, 0.199], [0.655, -0.708, -1.079], [-0.598, 0.278, -0.596], [-1.203, -0.988, -0.884], [0.446, 1.399, 0.403], [0.520, -1.321, 0.515], [-0.382, -1.028, -0.508], [0.134, -0.772, -1.229], [0.151, -0.853, -0.466], [-0.206, 0.219, -0.213], [0.444, 0.194, -0.040], [-1.127, 0.974, 0.096], [0.557, 0.720, -1.414], [1.860, 1.902, 0.278]],
  "energy_ev": -13322.2938,
  "homo_lumo_gap_ev": 10.52,
  "de_lowest_kj_mol": 214.3,
  "homo_energy_ev": -9.8,
  "multiplicity": 1
}


Record 3
{
  "formula": "C6H11F3NO",
  "method": "wB97M-V/def2-TZVPD",
  "elements": ["F", "C", "F", "F", "C", "C", "C", "C", "N", "C", "O", "H", "H", "H", "H", "H", "H", "H", "H", "H", "H", "H"],
  "positions_angstrom": [[-1.979638, 2.517314, 1.780392], [-1.645045, 1.230386, 2.154111], [-0.966952, 1.174212, 3.382724], [-2.846466, 0.502251, 2.294215], [-0.745958, 0.448514, 1.098097], [-0.637848, 1.157373, -0.321857], [-0.048089, 0.221317, -1.484416], [0.009927, -1.356179, -1.261353], [1.225171, -1.550385, -0.377547], [2.069070, -0.347132, -0.725792], [1.388511, 0.464203, -1.723294], [0.300710, 0.328534, 1.538524], [-1.173731, -0.611276, 1.057331], [0.091544, 2.036052, -0.243470], [-1.636859, 1.584699, -0.676859], [-0.586059, 0.335532, -2.471648], [-0.920204, -1.910009, -0.931681], [0.229409, -1.798983, -2.283210], [1.626205, -2.492550, -0.539427], [1.075757, -1.535805, 0.645736], [3.067174, -0.783165, -1.062827], [2.103370, 0.385095, 0.152249]],
  "forces_ev_per_angstrom": [[0.863, -2.298, 1.088], [-0.227, -1.301, 0.101], [-1.674, 0.744, -2.135], [2.077, 1.683, 0.003], [0.230, -0.036, -0.084], [0.184, 0.024, -0.375], [0.000, -0.865, 0.061], [-1.529, 0.122, -1.118], [-0.770, -0.445, 0.212], [1.256, 2.029, -0.311], [-0.466, -2.141, 0.978], [-1.380, 0.466, -0.322], [0.293, 1.556, -0.085], [-1.118, -1.133, -0.117], [1.330, -0.729, 0.651], [0.707, 0.366, 1.187], [1.175, 0.894, 0.203], [0.180, 0.507, 1.361], [0.229, 0.840, -0.309], [-0.621, 0.130, -0.577], [-1.228, 1.316, 0.253], [0.491, -1.729, -0.663]],
  "energy_ev": -18082.2643,
  "homo_lumo_gap_ev": 11.42,
  "de_lowest_kj_mol": 0.0,
  "homo_energy_ev": -15.2,
  "multiplicity": 1,
  "charge": 1,
  "smiles": "FC(F)(F)CC[C@@H]1C[NH2+]CO1"
}


Record 4
{
  "formula": "C6H11FS",
  "method": "wB97M-V/def2-TZVPD",
  "elements": ["C", "C", "C", "C", "C", "C", "H", "H", "H", "H", "H", "H", "H", "H", "H", "H", "H", "F", "S"],
  "positions_angstrom": [[-2.555786, -0.592820, 0.067323], [-1.163467, -1.099881, -0.274000], [0.025789, -0.141095, -0.065574], [-0.259457, 1.247617, -0.590848], [1.059071, -0.433297, 0.652540], [2.273114, 0.358100, 0.889359], [-2.766856, 0.420825, -0.330641], [-3.302626, -1.160016, -0.412948], [-2.770517, -0.568135, 1.136684], [-1.143600, -1.397322, -1.358719], [-0.948900, -2.021506, 0.288712], [-0.598069, 1.297129, -1.627153], [0.740339, 1.723672, -0.594382], [1.000719, -1.350882, 1.206191], [2.000900, 1.402492, 0.726635], [2.776801, 0.217013, 1.831953], [3.042225, 0.170604, -1.510551], [-1.049296, 1.963975, 0.290240], [3.639615, -0.036473, -0.324815]],
  "forces_ev_per_angstrom": [[0.267, 1.622, 0.088], [1.028, -0.553, -0.472], [-4.228, 0.817, -1.224], [2.804, -0.015, -0.159], [1.378, -1.300, 1.712], [0.346, 1.110, -1.726], [0.440, -0.363, 0.336], [-0.820, -1.181, -0.418], [0.178, 0.003, -0.027], [-0.024, 0.265, 0.811], [-0.122, 0.149, -0.186], [-0.656, -0.066, 0.266], [-0.623, 0.375, -0.218], [0.235, -0.750, -0.112], [0.545, 0.059, 0.475], [-0.186, -0.068, 0.359], [-0.312, 0.072, 0.291], [-0.297, -0.062, -0.206], [0.047, -0.113, 0.410]],
  "energy_ev": -19951.9358,
  "homo_lumo_gap_ev": 9.97,
  "de_lowest_kj_mol": 56.4,
  "homo_energy_ev": -9.2,
  "multiplicity": 1,
  "smiles": "CC/C(=C/CS)CF"
}


Record 5
{
  "formula": "C6H11IN",
  "method": "wB97M-V/def2-TZVPD",
  "elements": ["C", "C", "C", "C", "C", "C", "N", "I", "H", "H", "H", "H", "H", "H", "H", "H", "H", "H", "H"],
  "positions_angstrom": [[-0.477722, 2.002335, 0.020251], [0.337141, 2.245995, -0.891964], [0.968444, 0.246391, 1.052400], [-0.543573, 0.632748, 0.781654], [1.792790, 0.001761, -0.222149], [-1.313686, -0.380976, 0.009651], [1.407009, -1.307950, -0.878890], [3.862699, 0.066484, 0.038945], [-1.204235, 2.752809, 0.008030], [0.959839, 2.958354, -1.348976], [1.325463, 1.112308, 1.600483], [0.927165, -0.654483, 1.709564], [-1.045922, 0.899764, 1.674785], [-1.029743, -0.173058, -1.029035], [-2.360091, -0.462786, 0.213202], [-0.909013, -1.297872, 0.535293], [1.798073, -2.073462, -0.401654], [1.772754, -1.362562, -1.865237], [0.354179, -1.251327, -0.997132]],
  "forces_ev_per_angstrom": [[-0.973, -2.557, 1.086], [3.454, -1.016, -0.957], [-1.340, -0.496, -0.510], [1.184, 2.492, -0.615], [-1.066, 1.273, 0.896], [1.316, -1.343, 1.072], [-1.138, 2.575, -2.771], [-0.109, 0.087, -0.154], [-1.770, 1.123, 0.937], [0.304, 0.478, -0.998], [0.660, -0.283, 0.058], [0.288, 0.489, -0.218], [-0.190, -0.218, 1.352], [-0.607, -0.910, -0.157], [-0.713, 0.545, -0.374], [-0.541, 0.097, -1.434], [0.109, -1.688, 1.089], [-0.136, 0.251, 1.131], [1.271, -0.899, 0.568]],
  "energy_ev": -15979.0081,
  "homo_lumo_gap_ev": [8.43, 6.97],
  "de_lowest_kj_mol": 461.3,
  "homo_energy_ev": [-12.4, -11.9],
  "multiplicity": 1,
  "charge": 1
}


Record 6
{
  "formula": "C6H11INO3P",
  "method": "wB97M-V/def2-TZVPD",
  "elements": ["C", "C", "C", "C", "C", "C", "N", "O", "O", "O", "P", "I", "H", "H", "H", "H", "H", "H", "H", "H", "H", "H", "H"],
  "positions_angstrom": [[1.747876, -2.641199, -0.451920], [0.662510, 2.883258, -1.035147], [-2.360221, -1.133361, 0.414317], [-0.304762, 2.187020, -0.070672], [-1.226806, -2.153244, 0.503542], [2.295714, -0.335489, 1.012692], [1.702030, -3.591145, -1.067362], [0.640891, -0.479832, -1.325878], [0.212717, 1.093972, 0.744314], [-0.125764, -1.346285, 1.048663], [0.724076, -0.356707, 0.165037], [3.790812, 0.655385, 0.094045], [0.973536, 2.217974, -1.872656], [0.238793, 3.839102, -1.240938], [1.500998, 3.279121, -0.600145], [-3.035758, -1.125954, 1.229495], [-2.006408, -0.149972, 0.250240], [-3.004874, -1.409112, -0.408679], [-1.274526, 1.718482, -0.615063], [-0.754046, 2.832708, 0.626203], [-0.995737, -2.541179, -0.540748], [-1.589891, -3.015902, 1.098712], [2.188842, -0.427633, 2.041938]],
  "forces_ev_per_angstrom": [[1.265, 3.599, 2.785], [-1.618, -1.906, -0.363], [-0.674, -1.435, -1.042], [-1.731, -2.446, -1.933], [-0.783, 0.968, -1.570], [-0.568, -0.392, -3.201], [-0.222, -2.657, -1.637], [0.084, 0.957, 1.950], [0.919, -0.307, -0.500], [0.092, -1.177, 0.579], [-1.826, 0.088, -2.169], [-0.119, -0.447, 0.425], [-0.576, 0.826, 0.360], [-1.082, 0.423, -1.314], [2.571, 0.124, 1.797], [-0.278, 0.029, 1.315], [0.357, 0.891, -0.240], [-0.159, 0.035, -0.537], [2.376, 1.138, 0.634], [-0.125, 1.076, 1.030], [0.257, 0.577, 1.446], [1.256, 0.631, 0.270], [0.583, -0.595, 1.916]],
  "energy_ev": -31418.0682,
  "homo_lumo_gap_ev": 6.35,
  "homo_energy_ev": -9.5,
  "multiplicity": 1
}